Formula: C58H44CdN6O5S2
Source: the OMol25 dataset
Level of theory: wB97M-V/def2-TZVPD

```
! RIJCOSX wB97M-V def2-TZVPD def2/J DEFGRID3
* xyz -2 1
Cd -0.05 0.14 -0.05
C 4.97 5.92 6.40
O 3.70 6.03 5.81
C 3.31 5.00 5.00
C 4.12 3.93 4.65
C 3.62 2.93 3.82
C 2.32 2.98 3.32
C 1.53 4.07 3.68
C 2.01 5.07 4.50
C 1.79 1.91 2.43
C 0.68 1.19 2.90
C 0.11 1.32 4.23
C -0.94 0.46 4.29
C -1.02 -0.19 3.00
N -0.01 0.26 2.21
C -1.99 -1.15 2.64
C -2.02 -1.88 1.44
C -3.08 -2.81 1.07
C -2.74 -3.32 -0.13
C -1.48 -2.70 -0.51
C -0.81 -2.94 -1.72
C -1.37 -3.98 -2.61
C -1.45 -5.30 -2.21
C -1.97 -6.29 -3.04
C -2.41 -5.95 -4.31
O -2.93 -6.85 -5.21
C -2.99 -8.19 -4.80
C -2.35 -4.63 -4.73
C -1.84 -3.65 -3.89
C 0.35 -2.26 -2.16
N 0.98 -1.25 -1.52
C 2.08 -0.93 -2.23
C 3.02 0.06 -1.90
C 4.16 0.26 -2.84
C 5.11 -0.74 -3.02
C 6.18 -0.59 -3.90
C 6.32 0.60 -4.60
O 7.34 0.86 -5.48
C 8.30 -0.16 -5.65
C 5.38 1.61 -4.44
C 4.32 1.44 -3.57
C 2.99 0.88 -0.75
C 3.93 1.95 -0.47
C 3.58 2.48 0.72
C 2.44 1.71 1.19
N 2.12 0.77 0.28
C 2.15 -1.77 -3.41
C 1.09 -2.60 -3.36
N -1.09 -1.83 0.46
C -3.07 -1.40 3.63
C -3.24 -2.65 4.21
C -4.25 -2.91 5.13
C -5.13 -1.89 5.47
O -6.16 -2.03 6.37
C -6.28 -3.27 7.00
C -4.98 -0.63 4.90
C -3.97 -0.39 3.99
H 5.07 6.78 7.07
H 5.78 5.96 5.66
H 5.07 5.00 6.98
H 5.13 3.85 5.02
H 4.25 2.09 3.56
H 0.52 4.13 3.28
H 1.40 5.92 4.77
H 0.49 1.95 5.02
H -1.58 0.27 5.13
H -3.98 -3.00 1.63
H -3.31 -3.99 -0.75
H -1.09 -5.57 -1.22
H -2.01 -7.31 -2.68
H -3.38 -8.75 -5.65
H -3.66 -8.33 -3.95
H -2.00 -8.58 -4.54
H -2.72 -4.38 -5.71
H -1.83 -2.61 -4.20
H 5.01 -1.66 -2.47
H 6.89 -1.40 -4.01
H 9.05 0.24 -6.34
H 7.87 -1.07 -6.08
H 8.79 -0.41 -4.70
H 5.50 2.52 -5.01
H 3.58 2.22 -3.47
H 4.75 2.26 -1.10
H 4.03 3.32 1.22
H 2.90 -1.72 -4.19
H 0.82 -3.37 -4.07
H -2.55 -3.45 3.94
H -4.35 -3.90 5.55
H -7.10 -3.18 7.71
H -5.37 -3.54 7.55
H -6.51 -4.07 6.29
H -5.69 0.14 5.17
H -3.87 0.58 3.53
O 0.29 2.09 -1.53
N -0.79 2.56 -2.02
C -0.72 3.62 -2.78
C -1.71 4.34 -3.54
C -3.03 4.17 -3.67
C -3.84 3.13 -2.95
C -2.43 0.62 -2.32
S -3.66 -0.35 -1.75
H 0.30 3.96 -2.90
H -1.27 5.15 -4.11
H -3.58 4.86 -4.31
H -4.88 3.47 -2.86
S -1.59 0.35 -3.74
C -2.15 1.89 -1.46
C -3.25 2.89 -1.59
C -3.60 3.64 -0.52
C -3.02 3.42 0.76
C -2.17 2.35 0.87
N -1.82 1.53 -0.11
H -3.85 2.19 -3.52
H -4.37 4.40 -0.63
H -3.30 4.02 1.62
H -1.79 2.08 1.86
*
```

As for the orbital gap: 4.68 eV. The lowest unoccupied orbital energy comes out at 0.1316 Eh. The value obtained for the HOMO energy is -0.040 Eh.